1.
106
Properties=species:S:1:pos:R:3:mulliken_charge:R:1 method="wB97M-V/def2-TZVPD" charge=+3
Hf 3.3268 -25.0609 -0.1397 1.382
C 1.4593 -25.2611 3.0943 0.241
O 2.1493 -25.1646 1.8856 0.317
H 1.6497 -24.3422 3.6615 -0.160
H 0.3668 -25.3020 3.0449 0.261
H 1.7985 -26.0812 3.7319 -0.240
O -2.3374 -25.4065 0.9011 -0.635
H -1.6966 -26.0857 1.1475 0.305
H -3.0280 -25.8822 0.4266 0.293
O 1.3311 -23.9290 -0.7371 -0.459
H 0.6338 -23.9935 -0.0315 0.443
H 0.8816 -23.5229 -1.4936 0.328
O 1.4040 -26.4994 -0.3239 -0.536
H 0.6773 -26.6326 0.3188 0.304
H 1.2951 -27.2108 -0.9721 0.326
O -0.6712 -27.7080 1.2534 -0.696
H -1.0064 -27.7904 2.1548 0.331
H -0.6840 -28.6097 0.9075 0.277
O 4.8498 -24.7261 1.7678 -0.541
H 4.8479 -25.3867 2.5278 0.513
H 5.6420 -24.1849 1.9045 0.311
C 0.4869 -29.1901 7.9137 -1.643
C 0.6869 -28.5034 6.5397 0.685
C 2.1585 -28.2326 6.3168 -0.555
O 2.8150 -27.2149 7.0683 -0.388
C 2.2443 -25.9290 7.0496 -0.588
N 0.1892 -29.3989 5.4782 -0.716
H 0.7792 -30.2401 7.9461 0.392
H -0.5467 -29.0383 8.2264 0.417
H 1.0855 -28.7654 8.7228 0.346
H 0.0080 -27.6480 6.6106 0.362
H 2.2667 -27.9614 5.2528 -0.062
H 2.6889 -29.1808 6.3962 0.464
H 1.1871 -25.8186 7.2989 0.506
H 2.4421 -25.4680 6.0718 0.010
H 2.8266 -25.3376 7.7567 0.344
H 0.1372 -28.8209 4.6424 0.071
H -0.7851 -29.5762 5.7032 0.357
C -1.1635 -23.0075 5.7550 -1.240
C -1.1170 -23.1223 7.3007 1.349
C -1.6946 -21.8611 8.0075 -0.979
O -0.8454 -20.7644 7.7413 -0.210
C -1.4463 -19.5117 7.9741 -0.867
N -1.8242 -24.3069 7.6802 -0.604
H -0.7214 -23.9319 5.3736 0.082
H -0.5535 -22.1894 5.3741 0.250
H -2.1835 -23.0020 5.3698 0.426
H -0.0534 -23.2487 7.5104 -0.375
H -1.8256 -21.9504 9.0907 0.456
H -2.7291 -21.7522 7.6600 0.410
H -2.0524 -19.2496 7.1026 0.319
H -0.7167 -18.7202 8.1454 0.236
H -2.0611 -19.4711 8.8771 0.353
H -1.6723 -24.5098 8.6653 0.298
H -2.8359 -24.3816 7.6488 0.260
C -1.7023 -20.9921 1.7552 -1.506
C -0.9751 -21.6574 0.6015 0.287
C 0.2807 -20.9408 0.0823 -0.274
O -0.0939 -19.8402 -0.7021 -0.399
C 0.9160 -18.8333 -0.8985 -0.725
N -0.6951 -23.0361 1.0312 -0.208
H -2.6309 -21.4982 2.0141 0.401
H -1.9779 -19.9611 1.5180 0.412
H -1.0890 -20.8512 2.6512 0.354
H -1.6740 -21.7179 -0.2374 0.426
H 1.0402 -21.5888 -0.3640 0.256
H 0.8094 -20.6961 1.0181 0.026
H 0.5584 -18.1529 -1.6658 0.274
H 1.8420 -19.2939 -1.2518 0.289
H 1.1135 -18.3136 0.0395 0.300
H -1.4931 -23.6656 1.0076 0.382
H -0.4608 -22.8881 2.0086 -0.096
C 2.8944 -22.1980 8.0122 -1.020
C 3.6365 -21.5080 6.8553 0.619
C 2.8104 -21.3645 5.5658 0.159
O 3.5589 -20.6925 4.5832 -0.453
C 3.1566 -21.1326 3.3187 -0.710
N 4.1063 -20.2152 7.3076 -0.598
H 2.1492 -21.5479 8.4646 0.493
H 3.6975 -22.4583 8.7026 0.513
H 2.4917 -23.1374 7.6311 -0.282
H 4.5164 -22.1428 6.6693 -0.015
H 1.8329 -20.9039 5.7306 0.359
H 2.6869 -22.4064 5.2428 -0.305
H 3.6092 -20.5308 2.5331 0.427
H 2.0889 -21.2675 3.1189 0.295
H 3.5239 -22.1666 3.2168 0.219
H 4.7259 -20.3215 8.1056 0.301
H 4.6830 -19.7765 6.5942 0.295
C 6.6444 -27.8487 4.7632 -1.833
C 5.4331 -26.9629 5.0424 0.954
C 5.6180 -25.6010 5.6567 0.114
O 6.3555 -25.7497 6.8401 -0.422
C 6.7626 -24.5339 7.4998 -0.528
N 4.7281 -26.7964 3.7446 -0.372
H 6.3435 -28.8239 4.3828 0.472
H 7.1749 -28.0278 5.6981 0.400
H 7.3305 -27.3384 4.0826 0.408
H 4.9129 -27.6458 5.7189 -0.242
H 4.6593 -25.1414 5.9258 -0.342
H 6.1216 -24.9466 4.9321 0.510
H 7.2929 -23.9273 6.7650 0.327
H 7.4377 -24.7222 8.3316 0.309
H 5.8743 -24.0815 7.9480 0.067
H 4.6578 -27.6940 3.2741 0.311
H 3.7508 -26.6482 3.9940 -0.159

2.
108
Properties=species:S:1:pos:R:3:mulliken_charge:R:1 method="wB97M-V/def2-TZVPD" charge=0 de_lowest_kcal_mol=93.5
C -0.5386 4.9358 0.5880 -0.038
C 0.3104 5.4308 1.8100 -0.467
O 1.6394 5.0548 1.6780 -0.595
H -1.5556 5.0528 0.8460 0.328
H -0.4246 3.9538 0.2140 -0.426
H -0.4536 5.6058 -0.2850 0.433
H -0.0566 5.0158 2.7750 0.119
H 0.1864 6.5248 2.0220 0.376
H 1.5974 4.1638 2.0570 0.227
C 4.1264 -1.4562 4.0690 -1.383
C 4.1854 -0.4072 3.0220 0.938
O 4.0074 0.8548 3.6510 -0.567
H 4.9314 -1.2292 4.7820 0.391
H 4.2094 -2.5032 3.6860 0.273
H 3.1544 -1.4692 4.6660 0.250
H 3.2974 -0.5182 2.3800 -0.571
H 5.1774 -0.4742 2.5290 0.325
H 3.9244 1.5488 2.9420 0.294
C -3.6966 -0.1842 1.0640 -0.735
C -3.4376 -0.8532 -0.2660 1.891
O -4.3846 -1.7992 -0.5310 -0.653
H -3.5706 -0.9092 1.8920 0.262
H -4.6476 0.3498 1.0620 0.364
H -2.9426 0.5798 1.1870 -0.127
H -2.4466 -1.2382 -0.2610 -0.662
H -3.3086 -0.0942 -1.0890 -0.722
H -4.0636 -2.2202 -1.3620 0.397
C -3.2546 2.7418 -1.0940 0.625
C -4.4626 3.6378 -0.8950 -0.944
O -4.0496 4.8968 -0.4280 -0.526
H -2.8136 2.5188 -0.0960 -0.234
H -2.5396 3.3238 -1.6780 0.039
H -3.5236 1.8858 -1.7480 -0.044
H -5.1996 3.2798 -0.2150 0.410
H -5.0496 3.8338 -1.7720 0.334
H -4.5456 5.1608 0.3200 0.300
C -0.3176 2.1928 3.5280 -0.919
C 1.1054 2.0678 3.0660 0.313
O 1.9904 3.0428 3.5770 -0.500
H -1.0346 1.4148 3.1570 0.101
H -0.7826 3.1448 3.1570 -0.006
H -0.3566 2.1328 4.5770 0.565
H 1.2034 2.1948 1.9960 -0.263
H 1.4914 1.1378 3.2320 0.500
H 1.8814 3.0298 4.5290 0.325
C -1.2856 -5.7822 -0.8390 -1.437
C -0.4396 -4.6672 -1.2190 1.238
O -1.1516 -3.7042 -1.8670 -0.611
H -1.9016 -6.1512 -1.7050 0.350
H -2.0566 -5.5362 -0.1470 0.350
H -0.5946 -6.5282 -0.3470 0.323
H 0.3974 -5.0812 -1.8470 0.213
H 0.0554 -4.3202 -0.3170 -0.586
H -0.8126 -2.8422 -1.8090 -0.145
C -0.1786 0.8158 -0.4150 1.549
C -0.0626 -0.1332 0.6970 1.076
O 0.0804 -1.4192 0.1810 1.495
H 0.4524 0.5568 -1.2850 -1.349
H 0.0484 1.8498 -0.1670 -0.343
H -1.1466 0.8958 -0.7930 -0.233
H -0.8866 -0.0862 1.4150 -0.160
H 0.8974 -0.0802 1.2220 -0.524
H -0.0796 -1.9682 0.9490 -0.391
C 1.7354 1.6468 -3.8430 -0.772
C 1.4344 2.7298 -2.7920 -0.443
O 0.0324 2.8458 -2.6700 -0.342
H 2.8154 1.4488 -3.9850 0.335
H 1.2874 1.9788 -4.7830 0.373
H 1.2944 0.7588 -3.5070 0.194
H 1.8264 3.7238 -3.0160 0.479
H 1.8144 2.4318 -1.8370 0.258
H -0.2796 3.4178 -3.4240 0.327
C -0.7166 -2.3282 3.1320 0.236
O -1.8056 -1.7632 3.6390 -0.708
N -0.7136 -3.1792 2.1050 -0.232
N 0.4974 -1.9682 3.4440 0.026
H -1.6566 -3.4622 1.8250 0.139
H 0.1324 -3.6082 1.7130 -0.190
H 0.5774 -1.2412 4.1830 0.225
H 1.3984 -2.3572 3.1550 0.047
C 0.8964 -1.7862 -3.2120 0.210
O -0.4336 -1.3842 -3.2270 -0.422
N 1.6954 -1.9422 -4.2740 -0.388
N 1.5464 -2.0362 -2.1390 0.425
H 1.2704 -1.5572 -5.1330 0.316
H 2.7644 -2.0582 -4.3550 0.221
H 1.1214 -1.5882 -1.3160 -1.019
H 2.3684 -2.6292 -2.0590 0.283
C -2.9406 0.4808 -4.1640 0.201
O -4.0656 1.2058 -4.4040 -0.809
N -2.8786 -0.8042 -4.2400 -0.219
N -1.8956 1.0468 -3.6780 0.257
H -3.4706 -1.3412 -4.8560 0.240
H -2.0126 -1.2312 -4.0390 0.450
H -2.0836 2.0958 -3.7100 0.176
H -1.1146 0.6688 -3.1000 -0.324
C 3.5474 -0.3652 -0.3720 0.119
O 3.2764 0.2128 -1.6630 -0.566
H 3.1464 0.2788 0.4220 -0.027
H 4.6214 -0.5172 -0.1430 0.429
H 3.0684 -1.3272 -0.2380 -0.230
H 2.3894 0.5578 -1.6840 -0.036
C 2.1284 -4.9102 1.5770 -0.833
O 2.1074 -3.5772 1.2160 -0.164
H 1.7314 -5.0832 2.5840 0.357
H 3.1264 -5.4372 1.4770 0.300
H 1.5534 -5.6012 0.9950 0.234
H 2.5634 -3.6122 0.3440 0.055

One value per record, in order, for HOMO energy: -15.21; -8.37 eV.
One value per record, in order, for DFT total energy: -1989.02918; -2147.38879 Ha.
One value per record, in order, for maximum force: 9.823; 8.045 eV Å⁻¹.